One molecule with the formula C2H4N2O2S in a non-equilibrium geometry, computed with wB97M-V/def2-TZVPD.

Last column: natural (NBO) charge in e.
Positions of all 11 atoms, in Å:
1 O 2.42 -0.71 -0.16  -0.613
2 C 1.24 -0.42 -0.13  0.741
3 N 0.84 0.91 -0.05  -0.363
4 O -0.45 1.28 -0.50  -0.368
5 C -1.41 0.58 0.24  -0.233
6 S -1.43 -1.14 -0.31  0.383
7 N 0.25 -1.36 0.01  -0.793
8 H 1.48 1.51 -0.49  0.392
9 H -2.37 1.01 0.02  0.223
10 H -1.15 0.64 1.30  0.205
11 H 0.58 -2.32 0.06  0.426

Summary:
* SMILES: O=C1NOCSN1
* lowest unoccupied orbital energy: 0.6 eV
* orbital gap: 9.470 eV
* highest occupied orbital energy: -8.89 eV
* energy above the lowest of the compared OMol25 structures with the same formula, charge and spin: 202.24 kJ/mol
* calculated total energy: -20047.387 eV
* total charge: 0